Below is the molecule C4H7FS, with properties calculated with ωB97M-V/def2-TZVPD.

```
13
Properties=species:S:1:pos:R:3:forces:R:3
F -1.093624 0.606065 -1.532614 -0.38 -0.15 0.43
H 1.326166 1.071563 -0.272996 -0.68 0.45 0.49
C -0.076194 -1.347247 -0.987878 1.61 -1.02 1.26
H -0.544346 0.552593 2.238111 1.22 0.80 -1.10
H -1.515458 -0.236414 0.345119 2.00 0.24 -1.42
H 0.877763 -1.335816 -1.518732 0.29 0.79 0.37
C 0.417957 0.777326 1.645116 -1.15 -0.45 1.28
H -0.747123 -1.443613 -1.789489 -1.24 -0.82 -0.84
H -0.000717 -2.285552 -0.378875 -0.54 1.07 -0.16
C 0.337873 1.148792 0.232967 -1.50 -0.90 -1.23
C -0.577030 -0.063024 -0.361084 -1.58 2.37 -0.21
H -0.192314 2.174678 0.050124 0.79 -2.08 0.18
S 1.787048 0.380649 2.330231 1.17 -0.29 0.94
```
Positions in Å, forces in eV/Å.

Computed properties:
Energy above the lowest of the compared OMol25 structures with the same formula, charge and spin in eV: 1.924
SMILES: C[C@H](F)CC=S
F_max in Eh/bohr: 0.0555
Orbital gap in eV: 8.602